--- P ---
The following is a DFT calculation (ωB97M-V/def2-TZVPD) of an isolated molecule of C3H4N4O.

The geometry in ORCA input format:
```
! RIJCOSX wB97M-V def2-TZVPD def2/J DEFGRID3
* xyz 0 1
C 0.2608 -0.3623 0.0460
C -0.8148 -1.1826 -0.1112
C -0.1711 1.1059 0.0299
H 2.2647 0.0690 0.4439
H 1.6302 -1.8523 0.3730
H -0.7677 -2.2395 -0.1298
H 1.4995 1.8304 -0.5072
N 1.5538 -0.7677 -0.0117
N -2.3815 0.5527 0.1091
N -1.5410 1.3859 0.1401
N 0.5284 2.2028 -0.1863
O -2.0612 -0.7422 -0.1960
*
```

Summary:
SMILES string: [H]/N=c1/nnocc1N

---

--- Q ---
The following is a DFT calculation (ωB97M-V/def2-TZVPD) of an isolated molecule of C3H4N4O.

The geometry in ORCA input format:
```
! RIJCOSX wB97M-V def2-TZVPD def2/J DEFGRID3
* xyz 0 1
C 0.7821 -0.6229 -0.2864
C -0.3756 0.2391 -0.0037
C -1.8746 1.6520 -0.2396
H 0.8604 -1.3318 1.6795
H 2.0271 -1.8848 0.5624
H 2.2179 -1.1610 -1.5145
H -2.4651 2.2990 -0.7913
N 1.0988 -1.5036 0.6738
N 1.3914 -0.4853 -1.3738
N -0.8478 0.4454 1.2063
N -1.9230 1.3384 1.0426
O -0.8916 1.0156 -0.9553
*
```

Summary:
SMILES string: [H]/N=C(\N)c1nnco1

---

--- R ---
The following is a DFT calculation (ωB97M-V/def2-TZVPD) of a 2-piece molecular cluster, C3H4N4O overall.

The geometry in ORCA input format:
```
! RIJCOSX wB97M-V def2-TZVPD def2/J DEFGRID3
* xyz 0 1
C 0.3932 0.6171 -0.1472
C 1.1060 -1.1582 -1.2598
C -0.8329 -1.4300 -0.2353
H -0.3184 0.7630 2.2097
H -0.5787 2.8285 1.4466
H 1.7436 -1.4700 -1.9857
H -1.8617 -1.6531 0.1803
N -0.6931 1.7672 1.2472
N 0.4992 1.6349 0.5285
N 1.2550 0.2182 -1.1396
N 0.1008 -2.0625 -0.9134
O -0.8130 -0.0551 0.0686
*
```

---

So which one is most stable? That would be Q, about 3.483 eV below the next structure.

---

--- P ---
The following is a DFT calculation (ωB97M-V/def2-TZVPD) of C2H8N2S as an isolated structure.

The geometry in ORCA input format:
```
! RIJCOSX wB97M-V def2-TZVPD def2/J DEFGRID3
* xyz 0 1
S 0.2760 -1.8752 2.3373
H 1.1701 -0.9078 2.2098
C -0.7701 0.3530 -0.4507
C 0.5934 0.5102 -0.6368
N 1.1860 1.6568 -1.2449
N -1.2879 -0.8835 0.0619
H -1.4993 1.0694 -0.7830
H 1.1766 -0.3649 -0.3032
H 2.1935 1.5348 -1.2907
H 0.9833 2.5417 -0.7965
H -2.2280 -0.7288 0.3726
H -0.5525 -1.2460 1.0873
H -1.2412 -1.6595 -0.5629
*
```

---

--- Q ---
The following is a DFT calculation (ωB97M-V/def2-TZVPD) of a 3-piece molecular cluster, C2H8N2S overall.

The geometry in ORCA input format:
```
! RIJCOSX wB97M-V def2-TZVPD def2/J DEFGRID3
* xyz 0 1
S 0.8417 2.2152 0.1725
H 1.5590 2.2491 1.3540
C -1.1041 -0.9996 -0.3420
C 0.1017 -1.4229 0.1913
N 0.4930 -2.7547 -0.1366
N -1.7129 0.1647 -0.1121
H -1.6141 -1.7202 -0.9863
H 0.3901 -1.0792 1.1765
H 1.4677 -2.7580 -0.4154
H 0.0019 -3.1368 -0.9363
H -1.0874 0.9771 -0.0366
H -2.7108 0.2518 -0.1272
H 0.9603 -0.1379 -0.5696
*
```

---

--- R ---
The following is a DFT calculation (ωB97M-V/def2-TZVPD) of a 2-piece molecular cluster, C2H8N2S overall.

The geometry in ORCA input format:
```
! RIJCOSX wB97M-V def2-TZVPD def2/J DEFGRID3
* xyz 0 1
C -2.1106 0.1120 0.7667
S -1.2681 0.4826 -0.7316
H -3.1384 0.5529 0.8148
H -2.2868 -0.9609 0.8548
H -1.5012 0.3804 1.6839
N 1.2066 0.8885 0.2291
C 1.1081 -0.4049 -0.0985
N 1.6029 -0.6945 -1.2783
H 1.1031 1.5459 -0.5308
H 1.4911 1.2127 1.1571
H 0.7792 -1.1592 0.5694
H 1.9851 -1.6292 -1.3681
H 1.0289 -0.3264 -2.0685
*
```

---

So which one is most stable? That would be P, about 1.266 eV below the next structure.

---

--- P ---
The following is a DFT calculation (ωB97M-V/def2-TZVPD) of an isolated molecule of C2H2Cl2O2.

The geometry in ORCA input format:
```
! RIJCOSX wB97M-V def2-TZVPD def2/J DEFGRID3
* xyz 0 1
C -0.5960 0.4337 1.0331
C 0.4268 -0.4298 -0.9377
O -0.7085 -0.6264 1.4724
O -0.1000 0.7899 -0.1659
Cl -1.1818 1.8652 1.8530
Cl 2.2037 -0.4154 -0.9161
H -0.2324 -1.2350 -0.3668
H 0.1881 -0.3822 -1.9719
*
```

Summary:
SMILES string: O=C(Cl)OCCl

---

--- Q ---
The following is a DFT calculation (ωB97M-V/def2-TZVPD) of a 2-piece molecular cluster, C2H2Cl2O2 overall.

The geometry in ORCA input format:
```
! RIJCOSX wB97M-V def2-TZVPD def2/J DEFGRID3
* xyz 0 1
C 0.9699 0.7471 -0.2464
C -0.8475 -0.1683 0.1215
O 1.8163 0.0400 0.1176
O -0.2876 -1.2373 0.7721
Cl -1.5633 -0.5169 -1.5226
Cl -1.8514 0.8479 1.0294
H 1.1732 1.7212 -0.8555
H 0.5905 -1.4338 0.5839
*
```

---

So which one is most stable? That would be P, about 1.833 eV below the next structure.

---

--- P ---
The following is a DFT calculation (ωB97M-V/def2-TZVPD) of an isolated molecule of C8H10N2O2.

The geometry in ORCA input format:
```
! RIJCOSX wB97M-V def2-TZVPD def2/J DEFGRID3
* xyz 0 1
C 3.0521 -0.3891 0.1464
C 1.4599 0.9926 -0.9265
C 0.0169 0.5196 -0.6405
C -0.9167 1.4050 -0.1242
C -2.1826 1.0099 0.2721
C -2.6393 -0.3248 0.2331
C -1.7182 -1.2047 -0.4011
C -0.4522 -0.7915 -0.8293
H 4.4457 -1.2660 1.4031
H 3.9709 0.3975 1.7715
H 1.8735 0.5163 -1.8079
H 1.3647 2.1052 -1.0582
H -0.6561 2.4482 0.0576
H -2.9272 1.7853 0.5836
H -4.2829 -0.1253 1.2538
H -4.0638 -1.6798 0.6743
H -1.9756 -2.2519 -0.5176
H 0.2757 -1.5565 -1.1994
N 4.0457 -0.3594 1.0925
N -3.9101 -0.7186 0.5060
O 2.8728 -1.3121 -0.6414
O 2.3469 0.8002 0.1521
*
```

Summary:
SMILES string: NC(=O)OCc1ccc(N)cc1

---

--- Q ---
The following is a DFT calculation (ωB97M-V/def2-TZVPD) of an isolated molecule of C8H10N2O2.

The geometry in ORCA input format:
```
! RIJCOSX wB97M-V def2-TZVPD def2/J DEFGRID3
* xyz 0 1
C -3.5941 0.7609 -0.0194
C -2.3213 0.1806 0.2188
C -1.0807 0.6388 0.2984
C -2.2317 -1.4512 0.0598
C -0.0508 -0.5860 0.4296
C -0.5178 1.9866 0.4088
C 0.7762 -0.4591 1.7518
C 0.1650 -0.7530 -1.9006
N -4.6075 1.1769 -0.4425
N -0.9125 -1.7620 0.4290
O -3.1188 -2.1740 -0.2475
O 0.8306 -0.6068 -0.6698
H -1.2939 2.7334 0.1103
H 0.4494 2.0221 -0.0516
H -0.1334 2.1774 1.5014
H 0.1936 -0.9242 2.5035
H 0.9081 0.5962 1.8325
H 1.7715 -0.8886 1.5567
H -0.2508 -1.7875 -1.9565
H 0.8036 -0.6839 -2.8236
H -0.7414 -0.0981 -1.9400
H -0.3808 -2.5121 0.0998
*
```

Summary:
SMILES string: CO[C@]1(C)NC(=O)C(C#N)=C1C

---

So which one is most stable? That would be P, about 2.198 eV below the next structure.

---

--- P ---
The following is a DFT calculation (ωB97M-V/def2-TZVPD) of an isolated molecule of C8H10N2O2.

The geometry in ORCA input format:
```
! RIJCOSX wB97M-V def2-TZVPD def2/J DEFGRID3
* xyz 0 1
C 3.5188 1.3943 -1.0657
C 2.1515 1.4927 -0.7598
C 2.5507 -0.0629 -2.2514
C -0.3186 -0.4020 -0.2668
C 0.3894 -0.0706 -1.3415
C -1.7390 -0.7909 -0.5014
C 0.2163 -0.1956 1.1442
C -2.7307 -0.4685 0.5460
N 3.7367 0.4382 -2.0024
N 1.5987 0.4530 -1.4131
O -2.1736 -1.2404 -1.5624
O -0.0128 -0.5869 -2.7494
H 4.4224 1.9735 -0.7531
H 1.5905 2.0088 -0.0346
H 2.4500 -0.8273 -3.0396
H -0.5446 0.2402 1.7530
H 1.1320 0.3868 1.0483
H 0.4404 -1.1540 1.4864
H -2.7670 0.6280 0.5724
H -2.6475 -0.8722 1.5846
H -3.6425 -0.9166 0.2489
H -0.8822 -1.1900 -2.5243
*
```

Summary:
SMILES string: CC(=O)/C(C)=C(\O)n1ccnc1

---

--- Q ---
The following is a DFT calculation (ωB97M-V/def2-TZVPD) of an isolated molecule of C8H10N2O2.

The geometry in ORCA input format:
```
! RIJCOSX wB97M-V def2-TZVPD def2/J DEFGRID3
* xyz 0 1
C -2.0207 -0.6692 -1.2514
C 0.6535 -0.4424 0.3518
C -0.1574 0.4499 -0.0766
C -1.6409 0.0286 -0.1964
C 1.3186 -1.7069 2.4497
C 1.2779 1.5577 -1.8055
C 1.2154 -1.4442 0.8995
C 0.3893 1.7637 -0.5742
N -2.1388 -1.2118 -2.3007
N -2.3280 0.2397 1.0721
O -3.5418 0.4779 0.9739
O -1.7285 0.1375 2.1713
H 2.0120 -2.4464 2.7011
H 0.3538 -1.7996 2.8508
H 1.6723 -0.8496 2.8466
H 1.8755 0.6365 -1.7088
H 1.8550 2.4150 -1.9911
H 0.6720 1.4281 -2.8003
H -2.2008 -1.2047 -3.2706
H 1.9007 -1.9894 0.1952
H -0.4590 2.4219 -0.7015
H 1.0197 2.2076 0.1652
*
```

---

So which one is most stable? That would be P, about 5.383 eV below the next structure.

---

--- P ---
The following is a DFT calculation (ωB97M-V/def2-TZVPD) of an isolated molecule of H2INS.

The geometry in ORCA input format:
```
! RIJCOSX wB97M-V def2-TZVPD def2/J DEFGRID3
* xyz 0 1
N 1.2164 0.4802 -0.0653
S 0.1342 -0.6284 -0.0725
I -2.5054 0.1437 -0.0484
H 1.4090 0.6706 -1.1311
H -0.2543 -0.6661 1.3172
*
```

---

--- Q ---
The following is a DFT calculation (ωB97M-V/def2-TZVPD) of a 2-piece molecular cluster, H2INS overall.

The geometry in ORCA input format:
```
! RIJCOSX wB97M-V def2-TZVPD def2/J DEFGRID3
* xyz 0 1
N 1.1230 -0.0376 -0.4962
S -1.4758 -0.9261 -0.4211
I -1.8001 -0.2542 1.9035
H 0.9470 0.6462 -1.3120
H 1.2058 0.5718 0.3259
*
```

---

So which one is most stable? That would be P, about 1.608 eV below the next structure.